# C27H40N3PtS2Sb

A molecular structure, C27H40N3PtS2Sb (the ωB97M-V functional and the def2-TZVPD basis, the Open Molecules 2025 dataset).

The geometry in XYZ format:
```
74
Properties=species:S:1:pos:R:3:forces:R:3
Pt 0.3745 0.0305 0.4647 0.2081 1.1744 -0.7261
C -0.7938 -0.3127 4.8551 0.0240 0.1778 0.0536
C -0.4845 -0.6328 3.5303 -0.0411 0.1617 -0.0046
N -0.4146 0.2699 2.5668 -0.6483 -0.1466 0.3636
C -0.6534 1.5636 2.8930 0.0425 0.2417 0.0610
C -0.9887 1.9827 4.1944 0.1511 -0.2174 -0.4201
C -1.0496 0.9941 5.1933 0.0726 -0.1233 -0.2458
C -1.2609 3.3675 4.4307 0.0006 0.2466 -0.2576
C -1.2418 4.2704 3.4204 0.0056 -0.2020 0.2606
C -0.9206 3.8766 2.0823 0.1201 -0.5568 -0.1446
C -0.9514 4.7500 0.9824 0.0647 -0.1738 -0.2074
C -0.6917 4.2543 -0.2744 -0.0838 -0.0328 0.1802
C -0.3289 2.9132 -0.4271 -0.1342 -0.0666 -0.0354
N -0.2278 2.0785 0.5964 0.4042 0.1588 0.7448
C -0.5775 2.5334 1.8314 -0.1572 0.0515 0.1648
H -0.8374 -1.0970 5.5928 0.0041 -0.0876 0.0710
H -0.2950 -1.6536 3.2418 -0.0162 -0.1604 0.0004
H -1.2974 1.2654 6.2072 -0.0476 0.0473 0.1350
H -1.5034 3.6758 5.4347 -0.0426 0.0658 0.1406
H -1.4746 5.3077 3.6056 -0.0314 0.1016 0.0397
H -1.2062 5.7910 1.1227 -0.0074 0.0613 0.0285
H -0.7493 4.8865 -1.1459 -0.0015 0.0263 -0.0832
H -0.1230 2.5025 -1.4022 0.0464 0.0185 -0.0460
C 3.8029 -2.4974 -0.5029 -0.0205 0.1620 0.1235
C 4.0426 -1.0828 -1.0230 0.0833 -0.1142 -0.0583
C 5.5529 -0.8592 -1.0268 0.0619 0.3646 0.2311
C 3.5504 -0.9482 -2.4613 -0.0841 0.1388 0.0999
Sb 2.9661 0.3866 0.2494 -0.0400 -0.0993 -0.4852
C 3.5781 0.1239 2.3288 -0.0480 -0.1809 0.3145
C 2.9339 -1.1540 2.8701 -0.3401 -0.0142 -0.2913
C 3.0910 1.3026 3.1664 -0.1540 0.0947 -0.2365
C 5.0928 0.0090 2.4584 -0.0229 0.0647 -0.2722
C 3.4634 2.4133 -0.4395 -0.0085 0.1730 -0.1990
C 4.9675 2.6249 -0.5912 0.0156 -0.3116 0.1339
C 2.9196 3.4491 0.5417 -0.0943 -0.1316 0.1079
C 2.8106 2.6121 -1.8098 -0.1413 -0.3242 0.1144
H 4.2886 -3.1917 -1.1859 0.0710 -0.0978 -0.1353
H 2.7587 -2.7698 -0.4465 -0.2282 -0.0612 0.0346
H 4.2585 -2.6484 0.4708 0.0529 -0.0122 0.1871
H 5.9840 -1.6081 -1.6877 0.0785 -0.1349 -0.1119
H 6.0126 -0.9952 -0.0497 -0.0197 0.0322 0.0183
H 5.8453 0.1132 -1.4164 -0.0043 -0.0419 0.0066
H 4.0238 -1.7283 -3.0552 0.0724 -0.1285 -0.0702
H 3.8436 0.0020 -2.9002 -0.0038 0.0912 -0.0386
H 2.4777 -1.0656 -2.5713 -0.2236 0.0058 0.0163
H 1.8533 -1.1870 2.6827 0.2952 0.0251 0.0597
H 3.0930 -1.1929 3.9458 0.0244 0.0056 0.1857
H 3.3747 -2.0529 2.4515 0.0602 -0.1247 -0.1452
H 2.0213 1.4937 3.0514 0.0113 0.0044 -0.0233
H 3.6338 2.2162 2.9491 0.0403 0.0679 -0.0069
H 3.2710 1.0665 4.2112 0.0286 -0.0517 0.2452
H 5.4757 -0.8965 1.9972 0.0458 -0.0872 -0.0711
H 5.3402 -0.0429 3.5153 0.0519 -0.0028 0.2398
H 5.6205 0.8663 2.0437 0.0463 0.0553 -0.0353
H 5.5165 2.4483 0.3327 0.0438 -0.0183 0.0520
H 5.1396 3.6596 -0.8765 0.0046 0.2247 -0.0398
H 5.3911 2.0049 -1.3767 0.0220 0.0108 -0.0126
H 3.4882 3.4799 1.4654 0.0491 0.0038 0.0340
H 1.8687 3.3035 0.7884 0.0786 0.0062 0.0404
H 3.0150 4.4294 0.0795 0.0092 0.1783 -0.0932
H 3.3040 2.0374 -2.5870 0.0725 -0.1040 -0.0720
H 2.8915 3.6589 -2.0891 -0.0018 0.2312 -0.0380
H 1.7570 2.3351 -1.8148 0.0979 0.0252 -0.0442
S 0.3720 -1.7821 -0.8340 -0.0563 -0.6873 0.0481
C -0.9781 -2.7504 -0.4075 0.3074 -0.2381 -0.2064
N -1.3801 -3.7687 -1.1454 0.3140 0.6392 0.2982
C -2.5382 -4.5273 -0.6948 -0.2296 -0.2907 -0.2426
C -3.0207 -3.8952 0.6201 -0.2006 -0.1007 0.1462
S -1.9309 -2.4735 0.9870 -0.1882 -0.1553 -0.0094
H -0.8891 -4.0053 -1.9968 -0.0060 -0.0324 0.0054
H -2.2381 -5.5692 -0.5469 -0.1209 0.1458 -0.0349
H -3.3126 -4.4879 -1.4696 0.1332 -0.0639 0.1987
H -2.9635 -4.6029 1.4479 -0.0101 0.1297 -0.0874
H -4.0446 -3.5293 0.5367 0.1421 -0.0368 0.0460
```
Positions in Å, forces in eV/Å.

Computed properties:
ΔE to the lowest compared entry with this formula, charge and spin = 16.92 kcal/mol
HOMO-LUMO gap (alpha / beta) = 6.59 / 6.59 eV
charge = +2
E_LUMO (alpha / beta) = -6.79 / -6.79 eV


# C27H41BBiF4N3P2Te

A molecular structure, C27H41BBiF4N3P2Te (the ωB97M-V functional and the def2-TZVPD basis, the Open Molecules 2025 dataset).

The geometry in XYZ format:
```
80
Properties=species:S:1:pos:R:3:forces:R:3
Bi -0.1673 0.1813 -2.1424 0.1824 -0.1822 -0.0586
C 4.5689 -0.7800 -0.8008 -0.0408 -0.0293 0.0013
P 2.7434 -1.0230 -0.8687 0.0982 0.1082 0.0427
C 2.3478 -0.5539 0.8788 -0.0456 0.0430 0.0368
N 2.6158 -1.3825 1.8540 0.0117 0.0225 -0.0241
C 2.3106 -1.0125 3.1225 0.0150 -0.0552 -0.0259
C 2.5594 -1.9049 4.1917 -0.0025 0.0007 -0.0124
C 2.2714 -1.5242 5.4687 -0.0035 0.0074 -0.0013
C 1.7245 -0.2447 5.7360 0.0059 -0.0198 0.0036
C 1.4733 0.6297 4.7206 -0.0038 0.0116 -0.0094
C 1.7651 0.2553 3.3878 -0.0058 0.0268 -0.0055
N 1.5183 1.1243 2.3753 -0.0396 0.0202 -0.0307
C 1.7697 0.7387 1.1535 0.0221 -0.1130 -0.0719
P 1.3537 1.9265 -0.2159 -0.3215 0.0024 0.4052
C 2.8742 2.9469 -0.2697 0.0215 -0.1313 -0.2320
C 0.0937 3.1147 0.4994 0.0445 0.0122 -0.0128
C 0.6244 4.0458 1.5930 0.0268 0.0045 -0.0045
C -1.1001 2.3135 1.0219 -0.0328 -0.0330 0.0317
C -0.3547 3.9771 -0.6887 0.0044 0.0260 -0.0353
C 2.5827 -2.8825 -0.9539 -0.0247 -0.0082 -0.0006
C 1.1721 -3.2580 -0.4965 0.0650 0.0014 -0.0018
C 2.7323 -3.2113 -2.4458 0.0005 -0.0160 -0.0239
C 3.6277 -3.6749 -0.1659 -0.0185 -0.0045 -0.0193
H 5.0046 -1.2687 0.0708 0.0121 -0.0024 -0.0081
H 4.8025 0.2833 -0.7690 -0.0107 0.0338 0.0113
H 5.0137 -1.1882 -1.7091 0.0009 0.0023 0.0033
H 2.9694 -2.8790 3.9596 -0.0113 0.0106 -0.0044
H 2.4555 -2.2042 6.2904 -0.0049 0.0074 -0.0044
H 1.5025 0.0342 6.7578 -0.0048 -0.0049 -0.0040
H 1.0479 1.6090 4.8982 0.0066 0.0002 -0.0046
H 3.1612 3.2377 0.7403 -0.0024 -0.0015 -0.0006
H 2.6948 3.8351 -0.8752 0.0036 -0.0013 0.0099
H 3.6839 2.3853 -0.7324 0.0087 -0.0320 -0.0067
H 1.0590 3.4940 2.4219 -0.0132 -0.0089 0.0085
H -0.2109 4.6413 1.9740 0.0126 0.0041 -0.0184
H 1.3657 4.7440 1.1995 -0.0035 -0.0151 0.0040
H -0.8530 1.7592 1.9250 0.0097 0.0061 0.0042
H -1.4637 1.5938 0.2856 0.0403 0.0586 -0.0040
H -1.9210 3.0009 1.2484 0.0175 0.0035 -0.0180
H 0.4750 4.5474 -1.1144 -0.0177 -0.0021 0.0092
H -1.1056 4.6950 -0.3466 0.0183 -0.0085 0.0073
H -0.8017 3.3835 -1.4860 -0.0140 -0.0077 0.0084
H 0.4029 -2.7211 -1.0581 0.0687 -0.0231 0.0076
H 1.0080 -3.0565 0.5609 0.0690 -0.0348 -0.0596
H 1.0116 -4.3272 -0.6626 -0.0042 0.0108 -0.0149
H 1.9885 -2.6928 -3.0535 -0.0171 0.0133 -0.0089
H 2.6061 -4.2887 -2.5887 0.0075 0.0176 0.0036
H 3.7207 -2.9410 -2.8269 -0.0104 -0.0032 0.0001
H 3.6492 -3.3887 0.8823 -0.0212 0.0012 0.0241
H 4.6270 -3.5535 -0.5890 -0.0049 0.0200 0.0136
H 3.3754 -4.7382 -0.2264 0.0164 0.0124 -0.0177
Te 0.8204 0.3863 -4.5828 0.0951 0.0533 -0.1664
C -4.7949 -1.9252 -0.2626 0.0358 -0.0356 -0.0496
N -4.1631 -1.0921 -1.3257 0.0277 0.0077 -0.0116
C -3.2615 -1.9084 -2.1916 -0.0154 0.0073 0.0417
C -3.4359 0.1098 -0.7485 0.0193 -0.0198 0.0119
C -3.2976 1.1791 -1.7989 -0.0285 -0.0125 -0.0667
C -4.4261 1.9712 -2.0333 -0.0027 0.0023 0.0140
C -4.4208 2.9374 -3.0242 0.0076 0.0058 -0.0014
C -3.2788 3.1091 -3.7952 -0.0077 -0.0100 -0.0071
C -2.1579 2.3266 -3.5612 -0.0227 -0.0361 -0.0125
C -2.1354 1.3525 -2.5627 -0.0787 0.1473 0.1333
H -5.3016 -2.7635 -0.7356 -0.0045 0.0099 0.0001
H -5.5055 -1.3081 0.2814 -0.0056 -0.0042 0.0042
H -4.0155 -2.2768 0.4081 0.0168 0.0066 0.0243
H -4.8993 -0.7125 -1.9203 -0.0175 0.0277 -0.0162
H -2.5129 -2.3657 -1.5456 0.0057 -0.0089 -0.0029
H -2.8072 -1.2553 -2.9338 -0.0307 -0.0005 -0.0240
H -3.8548 -2.6744 -2.6857 0.0046 -0.0100 0.0072
H -2.4968 -0.2692 -0.3493 0.0033 0.0111 -0.0019
H -4.0381 0.4535 0.0918 -0.0341 -0.0020 -0.0151
H -5.3109 1.8446 -1.4138 0.0115 -0.0024 -0.0078
H -5.2944 3.5553 -3.1877 0.0009 -0.0066 -0.0022
H -3.2606 3.8574 -4.5784 0.0028 -0.0027 0.0109
H -1.2760 2.4595 -4.1805 -0.0018 0.0064 0.0119
F -1.7431 -3.1128 0.3035 -0.0887 0.0957 0.1555
B -1.4353 -2.1726 1.3311 -0.1525 -0.0258 -0.1523
F -0.4923 -2.6749 2.2035 -0.0680 0.0676 0.0539
F -2.6359 -1.8284 1.9858 0.0639 -0.0117 -0.0161
F -0.9441 -0.9996 0.6803 0.1534 -0.0107 0.1931
```
Positions in Å, forces in eV/Å.

Computed properties:
ΔE to the lowest compared entry with this formula, charge and spin = 0.00 kcal/mol
HOMO-LUMO gap = 6.33 eV
charge = 0
E_LUMO = -0.61 eV


# C27H41BrN2P2Pt

A molecular structure, C27H41BrN2P2Pt (the ωB97M-V functional and the def2-TZVPD basis, the Open Molecules 2025 dataset).

The geometry in XYZ format:
```
74
Properties=species:S:1:pos:R:3:forces:R:3
C 2.8516 -2.1921 5.0693 -0.6984 -0.5082 0.2268
C 2.0681 -2.7192 4.0121 -0.0131 0.2006 0.8226
C 0.8579 -3.3802 4.3423 0.6530 0.3356 0.5783
C 0.5696 -3.5942 5.6985 0.2592 0.2368 -0.5062
N 1.3647 -3.1721 6.6780 -0.0077 -0.1255 0.2468
C 2.4639 -2.4810 6.3843 -0.1351 0.0665 -0.6343
C 2.5141 -2.5458 2.6595 0.2955 0.1341 -1.8580
C 2.8447 -2.3893 1.4877 -0.2713 -0.6465 1.7786
C 3.0114 -1.9817 0.1332 -0.3161 -0.0026 -0.3350
C 4.1017 -1.1942 -0.2878 -0.0326 -0.0256 -0.0729
C 3.9176 -0.1980 -1.2519 -0.6683 -0.5407 1.0433
C 2.5938 -0.0122 -1.6494 0.3505 -0.0980 -1.1686
C 1.7601 -1.1731 -1.7470 0.1323 0.7663 0.4501
C 1.9249 -2.1417 -0.7713 0.2459 -0.1123 0.0268
Pt 1.5715 1.7282 -1.6286 -2.5670 -1.6774 0.5935
P 0.6751 1.5938 0.5795 -0.0809 -0.7513 0.1202
H 0.1415 -3.6863 3.5975 0.1712 -0.2378 -0.2429
H 3.7118 -1.5556 4.9034 0.0916 -0.2983 -0.2212
H -0.3302 -4.1404 6.0057 0.3268 0.2687 -0.1850
H 3.0675 -2.1487 7.2298 -0.1574 -0.0118 -0.2179
H 1.1950 -2.9533 -0.6377 0.4457 0.3952 -0.0258
H 5.0431 -1.2894 0.2286 0.1193 0.0820 0.1655
H 0.9496 -1.2152 -2.4823 0.0433 0.1228 0.4709
H 4.7045 0.4892 -1.5376 -0.0557 0.1085 0.3253
C -0.4664 2.8477 1.3166 0.1764 1.0214 -0.8575
C -1.4919 2.3777 2.3465 0.1718 -0.1871 0.3657
H -0.9845 3.3054 0.4507 0.2548 -0.3278 0.7226
H 0.1656 3.6566 1.7227 -0.1747 -0.3073 -0.0934
H -2.1561 3.2136 2.5868 0.1647 -0.0662 -0.0979
H -2.1195 1.5616 1.9853 0.0644 0.0746 -0.0451
H -1.0265 2.0563 3.2831 -0.0660 0.0483 -0.1337
C -0.2205 0.0230 0.7450 -0.1483 -0.2137 -0.4949
C -0.1778 -0.6833 2.0914 -0.0929 -0.1684 0.4272
H 0.2099 -0.6379 -0.0079 -0.0204 0.0633 0.1437
H -1.2464 0.2070 0.4159 -0.0512 0.1611 0.0329
H -0.7041 -1.6416 1.9836 0.1652 0.1768 0.0665
H 0.8515 -0.9134 2.3760 -0.2354 0.0779 -0.0260
H -0.6593 -0.1465 2.9163 0.1101 -0.0106 -0.2957
C 2.2121 1.4869 1.5536 0.2236 0.1107 -0.3146
C 2.1457 1.9161 3.0143 0.0078 -0.0573 0.2431
H 2.9433 2.0984 1.0065 -0.1082 -0.1502 0.1687
H 2.5492 0.4452 1.4602 -0.0338 0.1613 -0.0487
H 3.1635 1.8745 3.4209 -0.2569 0.0065 0.0014
H 1.7873 2.9446 3.1316 0.0395 -0.2269 0.0090
H 1.5178 1.2405 3.6069 0.1043 0.2030 -0.0814
Br -0.4163 3.1544 -1.8877 -0.3336 0.3228 -0.7475
P -2.6983 -0.2764 -3.2879 -1.5917 -0.6928 -0.1398
C -3.8984 0.3751 -2.0766 0.8033 0.6741 0.6690
C -5.3203 0.6656 -2.5471 -0.3357 0.0283 -0.3670
H -3.4066 1.3261 -1.7825 -0.3650 -0.2732 0.1208
H -3.9031 -0.2642 -1.1743 0.2219 0.1271 -0.4833
H -5.9090 1.0369 -1.6980 0.2131 -0.1260 -0.1905
H -5.3354 1.4484 -3.3130 -0.0292 -0.1896 0.1217
H -5.8249 -0.2236 -2.9420 0.1211 0.1646 0.0863
C -3.1425 0.1609 -5.0076 0.9898 0.7149 -0.2521
C -3.7411 -0.9971 -5.7969 -0.2521 -0.4264 0.0171
H -2.1638 0.4491 -5.4497 -0.5132 -0.0578 0.0272
H -3.7695 1.0732 -5.0510 0.3160 -0.4820 0.3477
H -3.9220 -0.6847 -6.8339 -0.0078 -0.0232 0.3418
H -3.0583 -1.8541 -5.8303 -0.1752 0.1628 -0.0221
H -4.6860 -1.3236 -5.3429 0.1823 0.0813 -0.3227
C -2.5536 -2.0852 -3.0251 1.1104 0.0847 0.0995
C -3.8507 -2.8457 -2.7900 -0.6381 -0.1118 0.0540
H -1.9269 -2.1489 -2.1129 -0.1429 -0.1020 -0.3846
H -1.9725 -2.5338 -3.8482 -0.1239 0.2954 0.2778
H -3.6227 -3.9081 -2.6331 0.0494 0.2905 -0.0324
H -4.3616 -2.4883 -1.8888 0.0136 -0.0774 -0.2264
H -4.5409 -2.7890 -3.6402 0.1859 0.0342 0.2372
C 4.3050 5.3752 -1.4189 0.2545 0.5751 0.4157
C 3.4665 4.2106 -1.3555 -1.3064 -2.3425 -0.5988
N 2.8366 3.2346 -1.4187 2.9747 3.3719 0.0134
H 5.2027 5.1548 -2.0018 -0.1285 0.0049 0.0584
H 4.5878 5.6699 -0.4051 0.0867 -0.0282 -0.0974
H 3.7588 6.2075 -1.8625 -0.0051 -0.0699 -0.0959
```
Positions in Å, forces in eV/Å.

Computed properties:
ΔE to the lowest compared entry with this formula, charge and spin = 22.40 kcal/mol
HOMO-LUMO gap (alpha / beta) = 5.48 / 4.15 eV
charge = +2
spin multiplicity = 3
E_LUMO (alpha / beta) = -7.06 / -8.39 eV


| no. | F_max (eV Å⁻¹) |
| --- | --- |
| 1 | 1.396 |
| 2 | 0.517 |
| 3 | 4.496 |